# 1
Computed, not measured: a structure of composition H10NaO6 at a distorted geometry, with ωB97M-V with the def2-TZVPD basis set.

Geometry as XYZ:
```
17
Properties=species:S:1:pos:R:3:lowdin_charge:R:1
Na -0.052 -0.258 0.405 0.748
O -2.750 0.971 2.108 -0.628
H -2.327 0.825 2.976 -0.213
O -1.525 -3.414 -0.287 -0.642
H -1.820 -4.180 -0.817 -0.207
O 1.788 0.412 3.423 -0.048
H 2.701 0.384 3.711 0.025
H 1.288 0.556 4.227 0.037
O 2.277 1.679 -0.982 -0.043
H 2.938 2.282 -0.644 0.032
H 2.062 2.020 -1.850 0.038
O 0.942 -2.306 -2.852 -0.080
H 0.309 -2.745 -2.283 -0.006
H 1.582 -2.984 -3.067 0.015
O -2.516 1.981 -1.633 -0.062
H -2.168 2.867 -1.734 0.016
H -2.730 1.911 -0.703 0.017
```

## Properties
- Energy relative to the best compared isomer or geometry (same formula, charge and spin): 393.2 kJ/mol
- HOMO energy: -3.00 eV
- Maximum force: 0.02135 Eh/bohr
- Net charge: -1


# 2
Computed, not measured: a cluster of 3 separate species, CH10NO2 in total at a distorted geometry, with ωB97M-V with the def2-TZVPD basis set.

Geometry as XYZ:
```
14
Properties=species:S:1:pos:R:3:lowdin_charge:R:1
C -0.405 1.205 1.263 -0.043
N 0.710 0.367 0.738 0.088
H -0.593 0.898 2.296 0.102
H -0.035 2.222 1.407 0.095
H -1.302 1.307 0.630 0.108
H 0.350 -0.691 0.743 0.106
H 1.448 0.374 1.444 0.160
H 1.033 0.552 -0.211 0.110
H -0.908 -2.279 1.168 0.097
H -1.276 -1.860 -0.271 0.092
O -0.562 -1.862 0.370 0.000
H -0.442 0.729 -2.677 0.063
H 0.856 0.060 -2.839 0.069
O 0.325 0.481 -2.146 -0.047
```

## Properties
- Energy relative to the best compared isomer or geometry (same formula, charge and spin): 52.6 kJ/mol
- HOMO energy: -16.05 eV
- Maximum force: 0.05005 Eh/bohr
- Net charge: +1


# 3
Computed, not measured: a structure of composition C42H62As2F5N2O8RuSSi5Te at a distorted geometry, with ωB97M-V with the def2-TZVPD basis set.

Geometry as XYZ:
```
129
Properties=species:S:1:pos:R:3:lowdin_spin:R:1
Ru -0.317 0.286 -0.383 0.942
F 1.379 5.590 -5.220 0.000
C 0.892 4.431 -4.749 0.001
C 0.841 4.198 -3.377 0.000
F 1.293 5.118 -2.515 0.000
C 0.337 2.997 -2.918 0.001
F 0.261 2.770 -1.587 0.018
C -0.100 1.967 -3.763 -0.004
S -0.657 0.472 -3.149 -0.052
C -0.034 2.235 -5.141 0.000
F -0.444 1.306 -6.016 -0.002
C 0.446 3.441 -5.624 0.000
F 0.503 3.660 -6.946 0.000
C 1.656 2.225 3.128 0.000
C 2.819 2.811 2.647 0.002
C 3.123 2.677 1.307 0.001
C 2.246 1.990 0.472 0.006
N 1.092 1.494 0.938 0.021
C 0.817 1.589 2.231 0.003
C 2.572 1.688 -0.925 0.007
C 3.354 2.528 -1.721 0.001
C 3.590 2.168 -3.036 0.002
C 3.084 0.963 -3.508 0.001
C 2.332 0.185 -2.644 0.006
N 2.056 0.541 -1.395 0.048
H 1.406 2.268 4.177 0.000
H 3.486 3.335 3.316 0.000
H 4.045 3.068 0.910 0.000
H -0.108 1.117 2.557 0.000
H 3.719 3.462 -1.323 0.000
H 4.155 2.810 -3.694 0.000
H 3.263 0.646 -4.523 0.000
H 1.924 -0.764 -2.961 0.001
C -5.846 1.501 -2.802 0.001
O -4.794 1.597 -1.866 0.004
C -5.092 1.199 -0.586 0.012
O -6.205 0.796 -0.282 0.024
C -3.964 1.238 0.284 0.079
C -4.164 1.077 1.666 -0.093
As -5.085 2.575 2.516 0.012
C -6.302 3.418 1.204 0.003
C -3.486 3.629 2.030 -0.007
C -2.345 3.213 1.443 -0.009
As -2.210 1.932 -0.098 0.003
C -2.588 3.332 -1.406 0.006
C -1.063 3.885 1.631 -0.001
O -0.282 4.054 0.719 0.000
O -0.638 4.199 2.879 0.000
C -1.330 3.837 4.058 0.000
C -3.617 4.964 2.615 -0.001
O -4.408 5.225 3.498 0.002
O -2.841 5.880 2.019 0.000
C -2.958 7.205 2.508 0.000
C -3.080 0.644 2.455 -0.016
O -2.025 0.114 2.040 -0.024
O -3.283 0.822 3.801 -0.005
C -2.432 0.089 4.658 0.000
H -5.396 1.641 -3.783 0.000
H -6.597 2.273 -2.615 0.000
H -6.326 0.522 -2.738 0.000
H -7.178 2.791 1.060 0.000
H -5.839 3.609 0.238 0.000
H -6.620 4.369 1.632 0.000
H -3.562 3.774 -1.206 0.000
H -2.588 2.924 -2.418 0.000
H -1.825 4.103 -1.327 0.000
H -1.916 4.672 4.444 0.000
H -0.566 3.588 4.795 0.000
H -1.998 2.983 3.916 0.000
H -2.241 7.798 1.947 0.000
H -2.734 7.242 3.576 0.000
H -3.974 7.574 2.354 0.000
H -2.664 0.402 5.673 0.000
H -1.380 0.284 4.430 0.000
H -2.620 -0.981 4.541 0.000
C 2.653 -6.728 1.665 0.000
Si 1.290 -5.624 0.883 0.001
C 0.615 -6.559 -0.653 0.000
C -0.124 -5.384 2.145 -0.001
Si 2.294 -3.521 0.199 -0.016
Te 0.637 -1.659 0.815 0.026
Si 3.221 -3.808 -2.034 -0.004
C 1.977 -3.927 -3.491 0.000
C 4.175 -5.466 -1.985 -0.002
C 4.540 -2.471 -2.439 0.000
Si 4.053 -2.870 1.737 0.000
C 3.354 -2.614 3.497 0.002
C 4.769 -1.209 1.104 0.000
C 5.509 -4.108 1.876 -0.001
H 2.335 -7.763 1.748 0.000
H 2.914 -6.387 2.660 0.000
H 3.555 -6.707 1.065 0.000
H -0.003 -7.408 -0.375 0.000
H 1.422 -6.939 -1.269 0.000
H 0.009 -5.912 -1.277 0.000
H -0.744 -6.269 2.254 0.000
H -0.763 -4.562 1.837 -0.001
H 0.270 -5.133 3.123 0.000
H 1.221 -4.677 -3.286 0.000
H 2.467 -4.206 -4.421 0.000
H 1.460 -2.990 -3.668 0.000
H 3.509 -6.311 -1.871 0.000
H 4.860 -5.485 -1.146 0.000
H 4.754 -5.627 -2.889 0.000
H 4.255 -1.500 -2.051 0.000
H 4.708 -2.362 -3.507 0.000
H 5.490 -2.737 -1.987 0.000
H 2.508 -1.934 3.449 0.002
H 4.085 -2.204 4.186 0.000
H 2.996 -3.548 3.915 0.000
H 3.953 -0.551 0.815 0.000
H 5.400 -1.360 0.235 0.000
H 5.361 -0.692 1.853 0.000
H 5.197 -5.030 2.349 0.000
H 6.318 -3.693 2.471 0.000
H 5.913 -4.356 0.903 0.000
C -2.811 -2.457 0.770 -0.002
Si -1.849 -1.611 -0.670 -0.003
C -1.158 -3.128 -1.660 0.006
C -3.151 -0.985 -1.925 0.000
H -2.882 -3.523 0.574 0.000
H -3.817 -2.053 0.823 0.000
H -2.353 -2.326 1.743 0.000
H -2.000 -3.626 -2.131 0.001
H -0.642 -3.852 -1.034 0.000
H -0.486 -2.808 -2.451 0.000
H -4.148 -1.254 -1.595 0.000
H -2.972 -1.449 -2.888 0.000
H -3.112 0.092 -2.055 0.000
```

## Properties
- HOMO energy (alpha / beta): -6.46 / -6.34 eV
- Maximum force: 0.08939 Eh/bohr
- Net charge: 0
- Multiplicity: 2


# 4
Computed, not measured: the ion C4H7N2 with charge +1 at a distorted geometry, with ωB97M-V with the def2-TZVPD basis set.

Geometry as XYZ:
```
13
Properties=species:S:1:pos:R:3:lowdin_charge:R:1
C 0.138 -0.867 -0.160 -0.100
C -1.295 -0.485 0.280 -0.157
C -0.967 0.948 0.426 -0.097
C 0.738 0.428 0.115 -0.079
N -1.622 0.564 -0.775 0.081
N 1.982 0.560 0.019 0.255
H 0.782 -1.580 0.515 0.178
H 0.311 -1.227 -1.248 0.178
H -1.952 -0.967 1.003 0.155
H -1.219 1.753 1.007 0.115
H -2.585 1.043 -0.814 0.173
H 2.506 -0.235 -0.175 0.124
H 2.562 1.403 -0.001 0.175
```

## Properties
- SMILES string: [NH2+]=C1C[C@@H]2N[C@H]12
- Energy relative to the best compared isomer or geometry (same formula, charge and spin): 467.4 kJ/mol
- HOMO energy: -14.45 eV
- Maximum force: 0.08386 Eh/bohr
- Net charge: +1


Total energy for the records above, in order: -619.6714 -249.0904 -9528.4241 -265.7305 hartree